a) Here is a cluster of 2 separate species, C5H9N2 in total from the OMol25 dataset. Energies are from wB97M-V/def2-TZVPD.

ORCA input file:
```
! RIJCOSX wB97M-V def2-TZVPD def2/J DEFGRID3
* xyz 1 1
H -0.228 -0.698 -1.140
N 0.796 0.607 1.682
C -1.710 0.557 1.411
C 0.291 -0.139 -0.250
H -2.135 1.371 0.744
C 0.010 -0.931 -2.750
C 1.977 0.219 1.063
C -0.264 0.392 0.939
N 1.594 -0.210 -0.127
H -1.855 0.702 2.458
H 2.973 0.361 1.279
H 1.027 -1.085 -2.999
H -0.264 0.107 -2.904
H -0.633 -1.674 -3.088
H -2.135 -0.363 1.054
H 0.557 0.784 2.629
*
```

Computed properties:
HOMO (spin up / spin down) in eV: -14.24 / -12.85
HOMO-LUMO gap (spin up / spin down) in eV: 9.0 / 5.1


b) Here is a structure of composition C5H9N2 from the OMol25 dataset. Energies are from wB97M-V/def2-TZVPD.

ORCA input file:
```
! RIJCOSX wB97M-V def2-TZVPD def2/J DEFGRID3
* xyz 1 1
C 1.298 4.840 -2.473
C 1.739 -2.968 2.057
H 2.376 -2.231 1.591
C 0.381 5.060 -1.523
C -0.577 -2.735 0.981
H -3.112 -3.957 0.601
H 1.625 -2.776 3.119
N -3.199 -3.027 0.305
H 1.164 4.380 -3.422
H 2.322 4.957 -2.235
H -0.645 4.839 -1.711
H -4.127 -2.651 -0.197
C -2.304 -2.162 0.143
H 0.614 5.370 -0.524
H 1.972 -4.104 1.783
N 0.472 -2.836 1.507
*
```

Computed properties:
HOMO in eV: -11.67
HOMO-LUMO gap in eV: 7.3


Which is most stable? The ranking, best first, is a), b).


a) Here is the ion C5H9N2 with charge +1 from the OMol25 dataset. Energies are from wB97M-V/def2-TZVPD.

ORCA input file:
```
! RIJCOSX wB97M-V def2-TZVPD def2/J DEFGRID3
* xyz 1 1
H -0.959 0.183 1.998
H -1.305 1.697 1.144
H 3.923 -0.971 1.071
C 2.483 -0.370 -0.373
C -0.840 0.076 -0.171
C -0.594 0.869 1.111
H -2.861 0.433 0.236
H -0.285 -1.121 -1.774
C 0.065 -0.607 -0.980
H -2.530 0.553 -1.458
H 3.062 0.556 -0.754
N 3.036 -0.967 0.645
H 0.395 1.144 1.395
H -2.661 -0.958 -0.803
C -2.222 0.037 -0.545
N 1.292 -0.555 -0.741
*
```

Computed properties:
HOMO (spin up / spin down) in eV: -13.14 / -13.22
HOMO-LUMO gap (spin up / spin down) in eV: 5.5 / 5.7


b) Here is the ion C5H9N2 with charge +1 from the OMol25 dataset. Energies are from wB97M-V/def2-TZVPD.

ORCA input file:
```
! RIJCOSX wB97M-V def2-TZVPD def2/J DEFGRID3
* xyz 1 1
H -1.202 -2.449 0.817
H -1.437 -0.777 -1.560
H -0.154 -2.104 -1.481
C -0.505 -1.169 -0.994
H -0.634 -0.551 2.534
N 0.554 -0.120 -1.130
C -0.122 1.049 0.983
C -0.717 -1.465 0.516
H 0.935 0.036 -2.103
H -0.462 1.685 1.728
C 0.269 1.174 -0.444
H 1.466 2.410 0.946
N 1.202 1.409 0.587
C -0.478 -0.600 1.437
H 1.335 -0.498 -0.635
H -0.049 1.968 -1.201
*
```

Computed properties:
HOMO in eV: -13.82
HOMO-LUMO gap in eV: 10.5


c) Here is the ion C5H9N2 with charge +1 from the OMol25 dataset. Energies are from wB97M-V/def2-TZVPD.

ORCA input file:
```
! RIJCOSX wB97M-V def2-TZVPD def2/J DEFGRID3
* xyz 1 1
H 0.648 -1.623 -1.118
C -0.910 1.490 0.501
C 2.429 0.388 -0.024
N 0.320 1.529 0.275
H -2.744 0.670 -0.324
H 2.643 0.922 -1.007
H -2.184 -0.092 1.167
C 0.949 0.258 -0.141
H 2.654 1.208 0.732
H 2.868 -0.528 0.061
H -1.430 -0.766 -1.792
C -1.809 0.268 0.120
H -1.393 2.203 1.005
H -1.623 -1.775 -0.542
N 0.291 -0.887 -0.547
C -1.197 -0.784 -0.737
*
```

Computed properties:
HOMO in eV: -14.93
HOMO-LUMO gap in eV: 9.7


Which is most stable? The ranking, best first, is c), b), a).


a) Here is an isolated molecule of C2H6O2 from the OMol25 dataset. Energies are from wB97M-V/def2-TZVPD.

ORCA input file:
```
! RIJCOSX wB97M-V def2-TZVPD def2/J DEFGRID3
* xyz 0 1
H 1.571 -0.927 1.360
H 0.846 0.954 0.503
C 0.968 -1.283 0.505
H 1.703 -1.541 -0.274
O -1.369 1.439 -0.401
C -0.864 0.181 -0.152
H -1.057 -0.566 -0.925
O 0.590 0.245 -0.110
H -1.231 -0.175 0.809
H -1.158 1.674 -1.314
*
```

Computed properties:
HOMO in eV: -7.66
HOMO-LUMO gap in eV: 8.1


b) Here is an isolated molecule of C2H6O2 from the OMol25 dataset. Energies are from wB97M-V/def2-TZVPD.

ORCA input file:
```
! RIJCOSX wB97M-V def2-TZVPD def2/J DEFGRID3
* xyz 0 1
H 1.006 -1.506 -0.267
H 1.175 1.185 -0.245
H 0.801 -0.867 1.368
C 0.748 -0.602 0.301
C -0.707 -0.178 -0.053
O -0.680 1.198 -0.397
H -1.572 1.477 -0.631
H -1.088 -0.775 -0.893
O 1.685 0.400 0.007
H -1.365 -0.340 0.811
*
```

Computed properties:
HOMO in eV: -9.81
HOMO-LUMO gap in eV: 10.5


c) Here is an isolated molecule of C2H6O2 from the OMol25 dataset. Energies are from wB97M-V/def2-TZVPD.

ORCA input file:
```
! RIJCOSX wB97M-V def2-TZVPD def2/J DEFGRID3
* xyz 0 1
H -0.954 -0.513 -1.096
C 0.676 -0.559 0.314
H -1.463 -0.792 0.583
O 1.563 0.241 -0.433
C -0.762 -0.235 -0.052
H -1.169 1.562 -0.704
O -0.956 1.163 0.144
H 0.907 -1.605 0.094
H 0.814 -0.399 1.395
H 1.300 1.150 -0.232
*
```

Computed properties:
HOMO in eV: -10.23
HOMO-LUMO gap in eV: 11.1


d) Here is an isolated molecule of C2H6O2 from the OMol25 dataset. Energies are from wB97M-V/def2-TZVPD.

ORCA input file:
```
! RIJCOSX wB97M-V def2-TZVPD def2/J DEFGRID3
* xyz 0 1
H -1.831 -0.178 0.276
C 0.067 -0.478 0.728
C 0.571 0.087 -0.563
O -0.360 0.976 -1.127
H 1.547 0.588 -0.500
O -1.232 -0.972 0.544
H 0.197 0.194 1.605
H -0.297 1.833 -0.659
H 0.770 -1.292 0.917
H 0.567 -0.757 -1.221
*
```

Computed properties:
HOMO in eV: -10.21
HOMO-LUMO gap in eV: 11.0


Which is most stable? The ranking, best first, is c), b), d), a).